This record from OMol25 describes C7H21CuFOP2 as an isolated structure at a distorted geometry. The level of theory is wB97M-V/def2-TZVPD.

XYZ file:
```
33
Properties=species:S:1:pos:R:3:nbo_charge:R:1
Cu -0.553 -0.535 0.214 0.58
H 2.539 0.590 3.080 -0.03
H 2.127 -0.026 3.075 0.02
P -0.509 1.803 0.429 0.88
P 0.412 -1.812 -1.442 0.79
C -0.506 -3.387 -1.372 -0.95
H -0.228 -4.146 -2.114 0.23
H -0.397 -3.819 -0.366 0.25
H -1.578 -3.199 -1.516 0.24
C 0.589 -1.539 -3.267 -0.94
H 1.304 -0.716 -3.449 0.24
H 0.915 -2.395 -3.907 0.24
H -0.407 -1.226 -3.651 0.24
C 2.024 -2.439 -0.794 -0.95
H 1.875 -2.693 0.267 0.25
H 2.527 -3.281 -1.293 0.23
H 2.766 -1.637 -0.798 0.24
C -0.975 3.139 -0.734 -0.94
H -1.144 4.080 -0.185 0.24
H -0.161 3.292 -1.454 0.23
H -1.891 2.891 -1.289 0.25
C -1.930 2.062 1.635 -0.93
H -1.707 1.566 2.590 0.25
H -2.062 3.138 1.823 0.21
H -2.867 1.643 1.239 0.25
C 0.697 2.690 1.481 -0.96
H 1.640 2.768 0.929 0.23
H 0.317 3.700 1.724 0.24
H 0.857 2.138 2.416 0.26
C -1.305 -1.008 1.885 0.39
O -2.430 -0.837 2.227 -0.61
H 0.408 0.711 -0.207 -0.20
F -0.346 -1.515 2.822 -0.45
```

The total energy is -75578.636 eV. The calculation puts the energy above the lowest of the compared OMol25 structures with the same formula, charge and spin at 0.000 eV. Its spin multiplicity is 2.